No. 1
Computed, not measured: a 2-piece molecular cluster, C3H4N3O2S overall, with ωB97M-V with the def2-TZVPD basis set.

The geometry in XYZ format:
```
13
Properties=species:S:1:pos:R:3:mulliken_charge:R:1
C -1.47 -0.67 1.56 -0.8092
C -0.34 -0.26 0.84 0.3843
C 0.48 1.68 -0.55 0.5093
N -2.48 0.21 1.57 0.0980
N -0.45 0.87 0.25 -0.3136
N -2.44 1.22 0.97 -0.2778
O 0.36 2.88 -0.69 -0.6447
O 1.47 0.95 -0.87 -0.7375
S 2.02 -1.63 -2.55 -0.4707
H -1.71 -1.65 1.84 0.3596
H 0.56 -0.81 0.82 0.4824
H 2.03 -2.42 -1.44 0.0779
H 1.98 -0.36 -1.77 0.3421
```

Kohn-Sham gap   8.28 eV
Charge   -1
Molecular weight   146.2 g/mol
E_tot   -829.6341 hartree
Maximum force   0.06599 hartree/bohr
Energy above the lowest of the compared OMol25 structures with the same formula, charge and spin   194.7 kJ/mol



No. 2
Computed, not measured: a 6-piece molecular cluster, C3H14O5 overall, with ωB97M-V with the def2-TZVPD basis set.

The geometry in XYZ format:
```
22
Properties=species:S:1:pos:R:3:lowdin_spin:R:1
C 3.56 1.07 -0.83 0.0000
O 0.24 0.03 -0.44 -0.0004
C 3.31 -0.07 -0.06 0.0000
C 2.61 -0.27 1.18 -0.0001
H 3.22 2.07 -0.48 0.0000
H 4.05 0.98 -1.76 0.0000
H 1.06 0.05 0.07 0.0000
H 3.75 -0.98 -0.48 0.0000
H 2.78 -1.29 1.66 0.0000
H 2.37 0.55 1.84 0.0000
H -2.63 0.81 -1.24 -0.0036
H -1.03 1.09 -1.23 -0.0003
O -1.93 1.38 -1.63 0.0241
H -2.40 -1.52 -0.07 -0.0018
H -4.41 -0.64 -0.18 0.0078
O -3.43 -0.47 -0.15 0.8093
H -2.85 0.39 0.99 0.0076
H -2.60 1.79 1.69 0.0009
O -2.26 0.91 1.65 0.1243
H -1.66 -2.96 -0.40 -0.0001
H -0.23 -0.80 -0.17 -0.0001
O -1.52 -2.11 0.02 0.0326
```

Kohn-Sham gap (alpha / beta)   4.84 / 4.70 eV
Charge   +1
<S²>   0.7557
Molecular weight   130.1 g/mol
E_tot   -498.3819 hartree
2S+1   2
Maximum force   0.07536 hartree/bohr
Energy above the lowest of the compared OMol25 structures with the same formula, charge and spin   583.1 kJ/mol



No. 3
Computed, not measured: a 2-piece molecular cluster, C6H16N4O overall, with ωB97M-V with the def2-TZVPD basis set.

The geometry in XYZ format:
```
27
Properties=species:S:1:pos:R:3:mulliken_charge:R:1
C -2.64 2.05 0.46 -0.7719
C -1.58 1.54 0.00 0.7868
C 0.64 0.49 0.11 0.6970
C 3.64 0.71 0.11 -1.2504
C -3.32 -1.34 0.21 -0.8193
C 2.93 -0.33 -0.50 -0.0302
N -0.41 1.17 -0.50 -0.0997
N 1.61 0.09 -0.85 -0.2921
N 2.72 -1.51 0.38 -0.2734
N -3.06 -0.57 -0.98 -0.4663
O 0.59 0.13 1.26 -0.5808
H -3.56 1.32 0.65 0.2363
H -2.75 3.12 0.78 0.3255
H 3.77 1.47 -0.68 0.3785
H 2.97 1.22 0.79 0.3567
H 4.70 0.46 0.51 0.4411
H -3.68 -0.79 1.07 0.3108
H -4.11 -2.00 0.05 0.3968
H -2.40 -1.94 0.48 0.2320
H 3.51 -0.83 -1.30 0.4137
H -0.27 1.43 -1.44 0.2326
H 1.44 0.50 -1.71 0.2585
H 3.47 -1.43 1.12 0.3907
H 1.79 -1.40 0.92 0.3381
H 2.68 -2.46 0.04 0.3467
H -2.50 -1.07 -1.67 0.2289
H -3.84 -0.13 -1.44 0.2131
```

Kohn-Sham gap   7.54 eV
Charge   +2
Molecular weight   160.2 g/mol
E_tot   -531.7698 hartree
Maximum force   0.09442 hartree/bohr
Energy above the lowest of the compared OMol25 structures with the same formula, charge and spin   343.4 kJ/mol



No. 4
Computed, not measured: C4H12KO2S2 as an isolated structure, with ωB97M-V with the def2-TZVPD basis set.

The geometry in XYZ format:
```
21
Properties=species:S:1:pos:R:3:mulliken_charge:R:1
K -1.71 -0.30 -2.19 0.9960
C 4.01 -4.72 -5.42 -0.8652
S 2.16 -4.21 -5.39 0.4751
O 2.10 -2.71 -5.39 -0.6230
C 1.80 -4.74 -7.13 -0.8991
H 4.44 -4.84 -4.43 0.3185
H 4.42 -3.90 -6.01 0.3098
H 3.98 -5.69 -5.93 0.3017
H 1.12 -4.05 -7.65 0.3388
H 1.57 -5.80 -7.22 0.3513
H 2.75 -4.64 -7.65 0.2934
C 0.40 -2.20 3.01 -0.8131
S -0.05 -3.88 2.33 0.4681
O 0.22 -3.64 0.84 -0.6271
C 1.44 -4.88 2.82 -0.8818
H 0.16 -1.41 2.31 0.2849
H 1.49 -2.14 3.00 0.2856
H -0.10 -2.14 3.98 0.3205
H 1.81 -4.80 3.85 0.3493
H 2.14 -4.37 2.17 0.3060
H 1.32 -5.94 2.60 0.3104
```

Kohn-Sham gap   6.75 eV
Charge   +1
Molecular weight   195.4 g/mol
E_tot   -1706.0985 hartree
Maximum force   0.03844 hartree/bohr